(1)
Entry from OMol25: a 10-piece molecular cluster, C44H42F6N4 overall in a non-equilibrium geometry (the ωB97M-V functional and the def2-TZVPD basis).

Output
Largest force on an atom = 0.0457 Eh/bohr
Energy relative to the best compared isomer or geometry (same formula, charge and spin) = 1.195 eV
Electronic energy = -68572.0724 eV
LUMO = 0.07 eV
Highest occupied orbital energy = -8.89 eV
SMILES string = Fc1ccccc1.Fc1ccccc1.Fc1ccccc1.Fc1ccccc1.Fc1ccccc1.Fc1ccccc1.CC#N.CC#N.CC#N.CC#N

Atoms and positions in Å:
F (3.0873, -3.6240, -6.2010)
C (2.1093, -3.1173, -5.4536)
C (2.3330, -1.9450, -4.7704)
C (1.2782, -1.2936, -4.0934)
C (0.0926, -1.9670, -4.0017)
C (-0.1792, -3.1563, -4.6962)
C (0.8735, -3.7413, -5.3836)
H (3.2286, -1.3785, -5.0014)
H (1.4589, -0.3526, -3.5958)
H (-0.7416, -1.6091, -3.4011)
H (-1.1046, -3.6684, -4.4829)
H (0.7080, -4.6567, -5.9421)
F (3.7006, 6.9342, -1.5383)
C (2.9667, 5.8999, -1.1267)
C (1.9963, 6.0669, -0.1680)
C (1.2137, 4.9776, 0.2163)
C (1.4590, 3.7249, -0.3019)
C (2.5284, 3.5293, -1.1923)
C (3.1992, 4.6515, -1.6798)
H (1.8889, 7.0569, 0.2584)
H (0.3735, 5.1823, 0.8676)
H (0.9413, 2.8056, -0.0629)
H (2.7733, 2.5838, -1.6517)
H (3.9729, 4.4967, -2.4219)
F (-1.7497, 4.5863, 2.4483)
C (-2.6585, 3.7372, 2.9711)
C (-3.8597, 4.1467, 3.4985)
C (-4.6567, 3.2116, 4.0984)
C (-4.3921, 1.8355, 4.0029)
C (-3.2786, 1.4495, 3.2504)
C (-2.3304, 2.3897, 2.8635)
H (-4.0702, 5.2094, 3.5450)
H (-5.5413, 3.4052, 4.6952)
H (-5.0219, 1.1393, 4.5338)
H (-3.0993, 0.3826, 3.1640)
H (-1.3527, 2.1192, 2.4866)
F (7.5087, -0.8142, -1.3643)
C (6.2716, -0.5128, -0.9133)
C (5.2166, -0.6653, -1.7904)
C (3.9493, -0.2544, -1.3705)
C (3.7467, 0.2459, -0.0968)
C (4.8140, 0.3524, 0.8033)
C (6.0778, -0.0504, 0.3853)
H (5.4814, -1.1222, -2.7359)
H (3.0942, -0.5798, -1.9509)
H (2.7446, 0.5314, 0.1941)
H (4.6863, 0.7646, 1.7936)
H (6.9430, 0.1812, 0.9949)
F (-2.0170, 3.5592, -0.3695)
C (-2.5063, 2.5466, -1.0981)
C (-3.5994, 1.8204, -0.6916)
C (-4.1228, 0.7840, -1.4424)
C (-3.4881, 0.3800, -2.6447)
C (-2.4417, 1.1697, -3.0696)
C (-1.9755, 2.2607, -2.3281)
H (-4.0557, 2.0720, 0.2608)
H (-5.0188, 0.3097, -1.0651)
H (-3.8192, -0.5374, -3.1100)
H (-1.9521, 1.0553, -4.0296)
H (-1.1004, 2.7451, -2.7436)
F (0.0261, -7.7933, -1.4511)
C (-0.2372, -6.8770, -0.4889)
C (-0.7196, -5.6429, -0.8684)
C (-0.8430, -4.6477, 0.0801)
C (-0.5514, -4.8958, 1.4145)
C (-0.1202, -6.1753, 1.7768)
C (0.1068, -7.1552, 0.8236)
H (-0.8232, -5.4566, -1.9314)
H (-1.0685, -3.6310, -0.2020)
H (-0.7633, -4.1762, 2.1880)
H (0.1093, -6.3950, 2.8118)
H (0.5146, -8.1323, 1.0460)
C (-0.8294, -0.6986, -0.0760)
C (-0.0136, 0.1228, 0.7890)
N (0.5453, 0.8661, 1.4639)
H (-1.6367, -1.2566, 0.3959)
H (-0.3182, -1.2963, -0.8239)
H (-1.3770, 0.1014, -0.5950)
C (-5.5778, -3.4263, -0.4298)
C (-4.3415, -3.2187, 0.3265)
N (-3.3815, -3.0334, 0.9295)
H (-5.5108, -4.3655, -0.9779)
H (-5.7232, -2.6490, -1.1745)
H (-6.3487, -3.4788, 0.3376)
C (0.9468, -0.1193, 4.6314)
C (0.6999, -1.3387, 3.8957)
N (0.5061, -2.3157, 3.3206)
H (1.7053, 0.5104, 4.1786)
H (1.3006, -0.4849, 5.6054)
H (0.1111, 0.5213, 4.9084)
C (1.3630, 3.2963, 3.4712)
C (2.7982, 3.0323, 3.4225)
N (3.9208, 2.7957, 3.4439)
H (0.8488, 2.4940, 3.9814)
H (0.9530, 3.4158, 2.4711)
H (1.1455, 4.2499, 3.9545)

Forces on atoms 1 to 6 (eV/Å):
0.2 -0.4 -0.2
-0.8 0.5 0.8
-0.3 1.5 -0.7
1.2 -1.2 -0.2
-2.0 -0.3 0.1
1.6 0.4 1.1



(2)
Entry from OMol25: an isolated ion of composition C9H13N5 and charge +2 in a non-equilibrium geometry (the ωB97M-V functional and the def2-TZVPD basis).

Output
Largest force on an atom = 0.0733 Eh/bohr
Energy relative to the best compared isomer or geometry (same formula, charge and spin) = 2.674 eV
Electronic energy = -16975.0340 eV
LUMO = -7.85 eV
Total charge = +2
Highest occupied orbital energy = -18.07 eV
SMILES string = CC1(N)n2ccc[n+]2C[n+]2cccn21

Atoms and positions in Å:
C (-0.9804, -1.9360, 0.2082)
C (-0.1200, -0.8544, -0.3194)
N (0.5341, -1.1561, -1.6673)
N (-0.9902, 0.3210, -0.4843)
C (-2.2970, 0.5735, -0.2606)
C (-2.4641, 1.9179, -0.5582)
C (-1.2181, 2.4734, -0.8790)
N (-0.3336, 1.5180, -0.7246)
C (1.0751, 1.5973, -0.6453)
N (1.5409, 0.5592, 0.2532)
C (2.6108, 0.7186, 1.0643)
C (2.4720, -0.1574, 2.1093)
C (1.4351, -0.9904, 1.7481)
N (0.9034, -0.5218, 0.6023)
H (-1.8504, -2.1176, -0.4260)
H (-1.3128, -1.7315, 1.1952)
H (-0.3594, -2.8187, 0.2216)
H (1.4010, -1.5904, -1.4844)
H (0.0955, -1.9461, -2.0440)
H (-2.9936, -0.1692, 0.2800)
H (-3.4152, 2.3763, -0.1257)
H (-0.8876, 3.4648, -1.0606)
H (1.5993, 1.5701, -1.6048)
H (1.3159, 2.5261, -0.2309)
H (3.0485, 1.6551, 1.1361)
H (3.0843, -0.3056, 2.9922)
H (1.1285, -1.9180, 2.1961)

Forces on atoms 1 to 6 (eV/Å):
0.0 -1.1 -0.5
-1.2 -1.5 -2.4
-0.9 1.8 2.3
1.8 0.8 0.5
0.1 -0.3 0.6
-2.4 0.6 1.7



(3)
Entry from OMol25: a 2-piece molecular cluster, C2HF2O3S overall in a non-equilibrium geometry (the ωB97M-V functional and the def2-TZVPD basis).

Output
Largest force on an atom = 0.0796 Eh/bohr
Energy relative to the best compared isomer or geometry (same formula, charge and spin) = 2.310 eV
Electronic energy = -24501.8500 eV
LUMO (alpha / beta) = 3.29 / 3.29 eV
Total charge = -1
Highest occupied orbital energy (alpha / beta) = -4.31 / -4.31 eV

Atoms and positions in Å:
C (-0.2062, -1.8900, 0.5450)
C (0.0491, -0.3495, 0.2100)
O (-0.6805, -2.6283, -0.3062)
O (0.2123, -1.9411, 1.6785)
O (-0.4250, 2.5362, -1.0048)
F (-0.6187, 0.4980, 0.9980)
F (1.4008, -0.2261, 0.4162)
S (-0.2471, 1.2010, -1.8852)
H (0.5153, 2.7998, -0.6516)

Forces on atoms 1 to 6 (eV/Å):
-1.1 0.1 -2.1
1.0 1.5 -0.7
0.0 -0.2 0.3
0.1 -1.0 1.8
2.6 2.4 2.1
0.6 -0.2 -0.3



(4)
Entry from OMol25: C12H20Cl2O3Sn as an isolated structure in a non-equilibrium geometry (the ωB97M-V functional and the def2-TZVPD basis).

Output
Largest force on an atom = 0.0515 Eh/bohr
Electronic energy = -49785.2734 eV
LUMO (alpha / beta) = 5.06 / 5.07 eV
Total charge = -2
Highest occupied orbital energy (alpha / beta) = 0.14 / 0.13 eV

Atoms and positions in Å:
C (-0.7519, -1.9671, -1.4650)
C (0.6519, -2.1439, -1.5621)
C (1.2099, -0.9680, -2.1382)
C (1.4147, -3.3571, -1.2053)
C (0.1597, -0.0438, -2.3816)
C (-1.0666, -0.6423, -1.9436)
C (-2.4137, -0.0646, -2.1257)
C (-1.7298, -2.9981, -1.0627)
C (2.6292, -0.8061, -2.5198)
C (0.3016, 1.2621, -3.0622)
Sn (-0.6866, 0.3314, 0.6772)
Cl (1.2987, -0.9717, 1.5969)
Cl (-2.2595, -0.1526, 2.3403)
O (-1.0079, 2.3281, 0.4682)
H (0.8992, -3.9222, -0.4239)
H (2.4228, -3.0927, -0.8692)
H (1.5307, -4.0229, -2.0705)
H (3.2833, -1.0995, -1.6848)
H (2.8471, 0.2328, -2.7998)
H (2.8902, -1.4459, -3.3827)
H (1.2071, 1.7914, -2.7268)
H (-0.5722, 1.9081, -2.8985)
H (0.3944, 1.1148, -4.1531)
H (-2.4052, 1.0324, -2.0904)
H (-3.1465, -0.3896, -1.3776)
H (-2.8111, -0.3562, -3.1107)
H (-1.4349, -3.4898, -0.1229)
H (-1.7925, -3.7907, -1.8276)
H (-2.7365, -2.5759, -0.9554)
H (-0.5499, 2.6779, -0.3285)
O (-4.5414, 0.5312, 0.0780)
H (-4.8770, 1.2245, 0.7072)
C (2.0297, 2.0736, 2.4062)
C (1.7837, 1.4643, 1.1128)
O (2.2749, 1.4509, 0.0293)
H (2.2460, 1.2883, 3.1465)
H (1.1582, 2.6804, 2.7005)
H (2.8999, 2.7466, 2.3518)

Forces on atoms 1 to 6 (eV/Å):
1.6 0.4 -0.1
-1.6 0.8 -0.5
-1.6 0.5 -0.3
0.1 -0.3 0.0
1.0 -1.2 0.6
0.7 -0.1 0.7



(5)
Entry from OMol25: a 2-piece molecular cluster, C14H23N3O3S overall in a non-equilibrium geometry (the ωB97M-V functional and the def2-TZVPD basis).

Output
Largest force on an atom = 0.0455 Eh/bohr
Energy relative to the best compared isomer or geometry (same formula, charge and spin) = 0.000 eV
Electronic energy = -36340.1608 eV
LUMO = 0.57 eV
Highest occupied orbital energy = -8.34 eV
SMILES string = CNC(=O)[C@@H](NC(C)=O)C(C)C.CC(=O)Nc1cccs1

Atoms and positions in Å:
C (2.1112, 5.0309, 2.0455)
N (1.6319, 3.7684, 1.4844)
C (2.1222, 2.5662, 1.8163)
O (3.0223, 2.4440, 2.6388)
C (1.4687, 1.3429, 1.1515)
N (2.4290, 0.3876, 0.5486)
C (3.3308, -0.4409, 1.0825)
C (3.3569, -0.7740, 2.5613)
O (4.1218, -0.9995, 0.3372)
C (0.4034, 0.6791, 2.0554)
C (-0.7054, 1.6679, 2.4444)
C (-0.2742, -0.5171, 1.3732)
H (3.0994, 5.2599, 1.6421)
H (1.4225, 5.8406, 1.8001)
H (2.1920, 4.9472, 3.1320)
H (0.8825, 3.8056, 0.8123)
H (0.9074, 1.7366, 0.3059)
H (2.5097, 0.4264, -0.4543)
H (2.4573, -1.3229, 2.8267)
H (4.2241, -1.4020, 2.7575)
H (3.4399, 0.1281, 3.1575)
H (0.8711, 0.3333, 2.9749)
H (-0.2985, 2.4804, 3.0455)
H (-1.4578, 1.1553, 3.0449)
H (-1.1835, 2.0709, 1.5517)
H (-1.0092, -0.9613, 2.0444)
H (0.4568, -1.2849, 1.1230)
H (-0.7795, -0.1976, 0.4615)
C (-5.3513, -3.1323, -1.8265)
C (-3.9510, -2.5509, -1.9079)
O (-3.4993, -1.9901, -0.9217)
N (-3.2681, -2.6505, -3.1068)
C (-1.9544, -2.2493, -3.3579)
C (-1.4603, -2.2056, -4.6368)
C (-0.0654, -1.7895, -4.6929)
C (0.4564, -1.5443, -3.4494)
S (-0.7251, -1.7970, -2.1769)
H (-5.3313, -4.1955, -2.0778)
H (-5.7485, -3.0207, -0.8135)
H (-6.0131, -2.6111, -2.5219)
H (-3.7838, -3.0535, -3.8794)
H (-2.0411, -2.4557, -5.5180)
H (0.5031, -1.6913, -5.6136)
H (1.4805, -1.2340, -3.2637)

Forces on atoms 1 to 6 (eV/Å):
0.2 -0.4 0.1
-0.7 0.7 -0.6
0.9 -0.7 0.9
-0.2 0.0 -0.3
-0.2 -0.5 -0.3
-1.5 1.8 0.1



(6)
Entry from OMol25: a 2-piece molecular cluster, C5H9NO overall (the ωB97M-V functional and the def2-TZVPD basis).

Output
Largest force on an atom = 0.0069 Eh/bohr
Energy relative to the best compared isomer or geometry (same formula, charge and spin) = 2.398 eV
Electronic energy = -8866.8150 eV
LUMO = 0.92 eV
Highest occupied orbital energy = -9.47 eV
SMILES string = [H]/N=C1/C=CCCO1.[H][H]

Atoms and positions in Å:
H (-3.3020, 0.7205, 0.0937)
N (-2.5837, 0.8787, 0.8023)
C (-1.4515, 0.5612, 0.3272)
C (-0.2264, 0.7419, 1.1280)
C (0.9802, 0.6054, 0.5822)
C (1.1231, 0.1846, -0.8530)
C (-0.1196, -0.5712, -1.3023)
O (-1.3184, 0.1244, -0.9589)
H (-0.3786, 1.0186, 2.1664)
H (1.8819, 0.7627, 1.1713)
H (1.2597, 1.0851, -1.4647)
H (2.0081, -0.4468, -1.0049)
H (-0.1477, -1.5768, -0.8596)
H (-0.1489, -0.6779, -2.3897)
H (0.9342, -1.4825, 1.3855)
H (1.4896, -1.9277, 1.1765)

Forces on atoms 1 to 6 (eV/Å):
0.0 0.0 0.1
0.2 -0.1 -0.2
-0.2 0.2 0.2
0.1 0.1 -0.1
-0.1 0.1 0.0
0.0 0.1 0.0